{
  "formula": "C5H11N2O4S",
  "method": "wB97M-V/def2-TZVPD",
  "relative_energy_kcal_mol": 0.0,
  "smiles": "CS(=O)(=O)/N=C(\\O)C[C@@H]1[NH2+][C@H]1O",
  "energy_ev": -27359.3243,
  "homo_lumo_gap_ev": 11.45,
  "homo_energy_ev": -14.45,
  "charge": 1,
  "elements": ["C", "C", "C", "C", "C", "N", "N", "O", "O", "O", "O", "S", "H", "H", "H", "H", "H", "H", "H", "H", "H", "H", "H"],
  "xyz": [[-1.1540, -0.7374, -0.1784], [-0.2317, -1.9286, -0.2323], [0.8868, -1.7291, 0.7169], [2.2625, -1.6518, 0.0890], [-1.5929, 3.0554, -1.0635], [-0.7312, 0.3735, -0.7241], [1.5434, -0.3954, 0.3205], [-2.1817, -0.8288, 0.5793], [-0.0048, 2.0028, 0.9398], [-2.4796, 1.6226, 0.8349], [3.4084, -2.0195, 0.6727], [-1.2157, 1.8390, 0.1599], [-0.8315, -2.8943, -0.0067], [0.2553, -2.0987, -1.1494], [0.6655, -1.9275, 1.7536], [2.2362, -2.0371, -1.0329], [-0.7701, 3.5182, -1.4667], [-2.3128, 2.9003, -1.8720], [-2.0585, 3.7152, -0.3781], [-2.5324, 0.0490, 0.8338], [1.8175, 0.2332, 1.0143], [0.9703, 0.1933, -0.3842], [4.0512, -1.2544, 0.5736]],
  "forces_ev_per_angstrom": [[0.967, 1.323, -0.703], [-2.480, -2.460, 0.457], [1.123, 1.209, -0.109], [-1.551, -2.465, -3.310], [-0.969, -0.430, 0.732], [-0.579, 1.042, 0.794], [-0.553, -0.398, -0.809], [-0.468, -1.997, 0.839], [-0.963, 1.048, -0.558], [0.208, 0.372, 0.230], [1.295, 2.254, 0.958], [0.792, -2.847, -1.600], [1.042, 1.608, -0.151], [-0.133, 0.177, -1.685], [0.610, 0.331, 0.331], [-0.080, 1.365, 2.102], [2.275, 0.868, -0.723], [0.043, -1.091, 0.498], [-0.586, 1.309, 0.516], [-0.467, 0.532, -0.042], [0.827, 0.894, 1.887], [0.268, -1.119, 0.131], [-0.620, -1.526, 0.215]],
  "lowdin_charge": [-0.45, -0.05, -0.08, -0.31, -0.09, -0.03, 0.18, 0.16, -0.28, -0.28, 0.08, 0.73, 0.19, 0.11, 0.18, 0.21, 0.05, 0.11, 0.06, 0.07, 0.14, 0.14, 0.17]
}

=====

{
  "formula": "C5H11N2OS",
  "method": "wB97M-V/def2-TZVPD",
  "relative_energy_kcal_mol": 113.1,
  "energy_ev": -21214.9134,
  "homo_lumo_gap_ev": 6.80,
  "homo_energy_ev": -10.64,
  "charge": 1,
  "elements": ["C", "C", "C", "C", "C", "N", "N", "O", "S", "H", "H", "H", "H", "H", "H", "H", "H", "H", "H", "H"],
  "xyz": [[0.3348, -0.9595, -2.7563], [0.5575, -1.2176, -0.6024], [1.0935, 1.4724, 1.3429], [-1.1002, 0.3609, 1.7375], [-0.3267, 1.1647, 0.8191], [0.5321, -0.3929, -1.6530], [-0.8092, 1.5771, -0.2930], [0.4036, -2.5591, -2.6882], [0.5511, -2.9657, -1.1196], [-0.0650, -0.7407, -3.6831], [0.9981, -1.0458, 0.4192], [1.6940, 0.8939, 0.6386], [1.2623, 1.2924, 2.3554], [1.3440, 2.5726, 1.2667], [-2.0586, 0.0197, 1.4482], [-0.3763, -0.4328, 2.0876], [-1.3525, 0.8590, 2.6796], [-1.7384, 1.1255, -0.5519], [-0.7493, -3.3018, -0.6565], [-0.1950, 2.2777, -0.7908]],
  "forces_ev_per_angstrom": [[0.662, -1.999, 1.067], [0.981, -1.039, 2.693], [-1.202, 2.230, -3.032], [0.879, -1.364, 1.841], [0.949, 0.793, 2.015], [-0.404, -0.980, -0.845], [0.091, 0.477, 0.132], [-0.094, 1.325, 1.428], [-0.832, 1.443, -0.689], [-0.410, 0.792, -1.572], [-0.199, -0.083, -1.705], [0.625, 0.157, 0.364], [-0.072, -1.073, 1.498], [-0.272, -1.091, -0.523], [-0.722, -0.811, -0.951], [-1.259, 0.347, -0.400], [0.537, 0.680, -0.105], [1.741, 1.491, -0.335], [0.604, 0.054, -0.683], [-1.604, -1.349, -0.197]],
  "lowdin_charge": [-0.13, -0.48, 0.02, -0.03, -0.37, -0.06, 0.23, -0.43, 1.09, 0.10, 0.05, 0.09, 0.07, 0.12, 0.09, 0.12, 0.12, 0.20, 0.00, 0.19]
}

=====

{
  "formula": "C5H11N2OS",
  "method": "wB97M-V/def2-TZVPD",
  "relative_energy_kcal_mol": 20.9,
  "smiles": "NC/C(C=O)=[NH+]/CCS",
  "energy_ev": -21218.9122,
  "homo_lumo_gap_ev": 7.02,
  "homo_energy_ev": -12.72,
  "charge": 1,
  "elements": ["C", "C", "C", "C", "C", "N", "N", "O", "S", "H", "H", "H", "H", "H", "H", "H", "H", "H", "H", "H"],
  "xyz": [[1.9192, 1.4001, -0.0852], [-0.1821, -0.2021, -1.5774], [-0.9012, -1.5302, -1.7565], [0.6157, 0.9382, 0.4660], [0.2463, 1.2288, 1.8877], [-0.9802, 0.5266, 2.2139], [-0.2316, 0.2402, -0.2153], [2.2016, 1.3361, -1.2513], [0.0304, -2.8536, -0.8594], [2.6070, 1.7974, 0.6750], [0.8609, -0.2799, -1.9043], [-0.6611, 0.5590, -2.2085], [-1.9185, -1.5003, -1.3622], [-0.9259, -1.7890, -2.8130], [1.1034, 0.9724, 2.5274], [0.1117, 2.3135, 1.9837], [-0.7979, -0.3579, 2.6721], [-1.5890, 1.0706, 2.8105], [-1.0706, 0.0076, 0.3558], [-0.4380, -3.8775, -1.5589]],
  "forces_ev_per_angstrom": [[0.760, 0.201, -0.517], [0.243, -0.456, -1.477], [0.235, -0.541, 0.461], [-1.328, -0.955, -0.526], [-0.107, -0.023, 0.237], [0.032, 0.073, 0.201], [0.558, 0.773, 1.214], [-0.173, 0.119, 0.474], [0.024, 0.676, 0.036], [0.098, 0.054, -0.018], [-0.327, 0.030, 0.115], [0.069, -0.036, 0.180], [-0.011, 0.128, -0.161], [-0.033, 0.161, 0.046], [-0.068, 0.034, -0.107], [0.052, -0.081, -0.022], [-0.011, 0.009, 0.066], [-0.004, -0.015, -0.046], [0.164, 0.102, 0.007], [-0.172, -0.249, -0.162]],
  "lowdin_charge": [-0.13, -0.23, -0.50, -0.11, -0.17, 0.02, 0.13, 0.14, 0.71, 0.15, 0.12, 0.16, 0.08, 0.09, 0.15, 0.15, 0.11, 0.10, 0.16, -0.14]
}

=====

{
  "formula": "C5H11N2OS",
  "method": "wB97M-V/def2-TZVPD",
  "relative_energy_kcal_mol": 36.2,
  "smiles": "C[N@H+]1CCS[C@@H]1C(N)=O",
  "energy_ev": -21218.2488,
  "homo_lumo_gap_ev": 10.58,
  "homo_energy_ev": -13.50,
  "charge": 1,
  "elements": ["C", "C", "C", "C", "C", "N", "N", "O", "S", "H", "H", "H", "H", "H", "H", "H", "H", "H", "H", "H"],
  "xyz": [[-0.5000, 1.9227, -0.5224], [-0.3467, -1.2389, 1.0129], [-0.6506, -0.1342, 1.9923], [0.5573, 0.9181, 0.0198], [0.7094, -1.2898, -1.3639], [-0.2305, 3.2401, -0.4116], [-0.1330, -0.6274, -0.3165], [-1.5267, 1.5020, -1.0447], [0.7979, 0.9015, 1.8376], [0.6778, -1.7942, 1.4315], [-1.1710, -2.0848, 0.8353], [-1.6263, 0.2990, 1.8007], [-0.9215, -0.5948, 2.9161], [1.5927, 1.1715, -0.3436], [1.2008, -2.1507, -0.7821], [-0.1004, -1.6497, -2.0938], [1.4230, -0.6966, -1.9044], [0.6023, 3.7967, -0.4627], [-0.9405, 3.9243, -0.4386], [-1.0925, -0.1838, -0.5005]],
  "forces_ev_per_angstrom": [[0.107, 0.074, -0.768], [1.363, -4.101, 0.416], [-1.138, -0.877, -0.586], [0.045, -0.500, 0.930], [-2.571, -3.003, 0.306], [0.464, 0.378, 0.304], [1.469, 4.827, 1.306], [0.352, -0.251, 1.041], [-0.632, 0.414, -0.488], [-2.651, 1.342, -1.485], [1.636, 1.928, 0.683], [0.026, 0.896, -0.683], [0.952, -0.172, 1.220], [-1.120, -0.913, -0.372], [-0.581, 1.176, -1.399], [1.702, -0.033, 0.760], [0.095, 0.641, 0.278], [1.131, -1.102, 0.396], [-1.692, 0.007, -0.456], [1.046, -0.728, -1.403]],
  "lowdin_charge": [-0.51, -0.25, -0.47, -0.34, 0.02, 0.20, -0.14, 0.07, 0.99, 0.18, 0.19, 0.10, 0.10, 0.13, 0.13, 0.13, 0.09, 0.13, 0.11, 0.15]
}

=====

{
  "formula": "C5H11N3",
  "method": "wB97M-V/def2-TZVPD",
  "relative_energy_kcal_mol": 98.7,
  "energy_ev": -9829.6247,
  "homo_lumo_gap_ev": 7.37,
  "homo_energy_ev": -6.79,
  "elements": ["C", "C", "C", "C", "N", "N", "C", "N", "H", "H", "H", "H", "H", "H", "H", "H", "H", "H", "H"],
  "xyz": [[1.6886, -0.8599, 0.2449], [-2.1457, 0.6346, -0.8718], [-0.2463, -1.0617, -0.6696], [-0.7063, 0.2262, -0.6654], [1.3997, -1.2521, 1.5828], [0.1575, 2.1512, 0.5328], [0.3444, 1.1066, -0.3150], [-0.6343, -2.2541, -0.5719], [0.0112, -2.9428, -0.9613], [0.6631, -1.9492, 1.6143], [1.1224, -0.4670, 2.1617], [-0.6484, 2.1714, 1.1369], [0.8370, 2.8902, 0.6062], [2.4509, -0.0830, 0.2260], [2.0482, -1.6920, -0.3571], [1.2355, 1.1892, -0.9162], [-2.6777, -0.1423, -1.4222], [-2.6765, 0.7649, 0.0785], [-2.2233, 1.5698, -1.4336]],
  "forces_ev_per_angstrom": [[-0.711, -0.637, -0.774], [0.026, 0.103, 0.210], [1.714, -0.137, 0.433], [-0.056, 0.451, 0.220], [-0.025, 0.024, 0.178], [0.046, -0.309, -0.399], [-0.867, 0.512, -0.064], [-0.327, 0.212, -0.357], [0.107, 0.131, 0.294], [0.062, 0.074, -0.037], [0.011, -0.076, -0.062], [0.083, 0.079, -0.085], [-0.140, -0.078, 0.048], [-0.159, 0.091, 0.010], [0.056, -0.093, 0.100], [0.124, -0.303, 0.257], [0.105, 0.018, 0.042], [-0.034, -0.013, -0.056], [-0.013, -0.050, 0.042]],
  "lowdin_charge": [-0.20, -0.06, -0.26, -0.30, -0.03, 0.13, -0.18, 0.08, 0.05, 0.06, 0.06, 0.11, 0.10, 0.06, 0.06, 0.12, 0.08, 0.07, 0.07]
}

=====

{
  "formula": "C5H11N3",
  "method": "wB97M-V/def2-TZVPD",
  "relative_energy_kcal_mol": 106.0,
  "energy_ev": -9829.3079,
  "homo_lumo_gap_ev": [7.88, 7.88],
  "homo_energy_ev": [-8.23, -8.24],
  "elements": ["C", "C", "C", "C", "C", "N", "N", "N", "H", "H", "H", "H", "H", "H", "H", "H", "H", "H", "H"],
  "xyz": [[2.4208, -0.5021, -0.0456], [-2.1390, 0.2318, 0.2785], [-0.5590, -1.6113, -0.4860], [0.3776, 0.9258, 0.0724], [-0.6886, -0.2769, 0.2501], [-0.0636, 2.2263, -0.2379], [0.0940, 0.1300, 1.3301], [1.6827, 0.7251, 0.0462], [-0.7763, 2.5656, 0.3928], [0.7376, 2.8475, -0.2335], [1.8600, -1.4240, -0.1722], [3.1104, -0.3910, -0.8936], [3.0443, -0.6079, 0.8445], [-2.7703, -0.5719, 0.6613], [-2.4741, 0.5008, -0.7251], [-2.2637, 1.0908, 0.9360], [0.0337, -2.3119, 0.1040], [-1.5415, -2.0541, -0.6606], [-0.0850, -1.4928, -1.4613]],
  "forces_ev_per_angstrom": [[-0.028, -0.107, -0.094], [0.375, 0.448, -0.440], [0.024, -0.098, 0.293], [0.554, 0.130, -0.044], [0.309, 0.265, 0.314], [-0.267, 0.026, -0.088], [-0.106, -0.979, 0.036], [-0.682, 0.219, -0.202], [0.047, -0.036, 0.009], [-0.040, -0.064, 0.000], [-0.158, 0.072, 0.049], [-0.078, 0.044, 0.117], [-0.037, 0.085, -0.011], [0.111, -0.006, -0.024], [-0.095, -0.051, 0.025], [0.065, -0.039, 0.001], [-0.041, -0.012, -0.022], [0.030, 0.050, 0.033], [0.017, 0.052, 0.048]],
  "lowdin_charge": [-0.12, -0.04, -0.05, -0.56, -0.48, 0.11, 0.18, 0.10, 0.07, 0.09, 0.05, 0.09, 0.08, 0.08, 0.08, 0.07, 0.07, 0.07, 0.08]
}

=====

Number 6 is which compound?
C5H11N3